30
Properties=species:S:1:pos:R:3:forces:R:3:mulliken_charge:R:1 method="wB97M-V/def2-TZVPD" relative_energy_ev=2.012 homo_lumo_gap_ev=8.9 total_energy_ha=-517.668750 fmax_ha_per_bohr=0.1061 molar_mass_g_mol=168.26 charge=+1
N -0.858 -1.687 1.340 1.08 2.07 -3.47 -0.2529
C -0.793 -1.057 0.138 -1.56 -0.31 -3.05 0.3064
C -2.226 -0.694 -0.994 2.10 -0.46 5.02 -0.8376
C -2.948 0.480 -0.249 0.66 -1.35 -2.32 -0.4135
C -1.849 1.559 -0.061 -0.23 0.42 0.18 -0.5479
C -0.910 1.225 1.038 1.42 -0.24 -0.55 -0.5554
C 0.447 1.218 1.005 -2.02 0.69 -2.68 -0.2277
N 1.173 1.206 -0.163 1.76 1.62 0.69 -0.1825
C 2.636 0.950 -0.180 0.36 0.14 -1.19 -0.6559
C 2.801 -0.523 -0.622 1.12 -0.12 -1.63 -0.5488
C 1.720 -1.378 -0.036 -1.49 -0.32 -0.06 -1.0613
N 0.346 -1.034 -0.525 0.84 -0.17 0.89 -0.1483
H 0.010 -1.896 1.715 1.32 -0.90 1.39 0.1619
H -1.695 -1.997 1.658 -2.58 -1.02 1.46 0.2043
H -2.685 -1.696 -1.005 -0.08 0.74 -0.58 0.3803
H -1.759 -0.280 -1.853 0.40 -0.41 -1.01 0.4358
H -3.380 0.012 0.660 -0.04 1.10 -0.39 0.3683
H -3.687 0.812 -1.033 0.18 -0.08 1.38 0.3631
H -2.321 2.480 0.314 -0.01 0.04 -0.72 0.3510
H -1.246 1.769 -0.995 -1.21 -0.15 0.70 0.1905
H -1.371 1.044 1.965 -0.38 0.11 1.26 0.3927
H 0.979 1.189 1.884 1.33 -0.40 1.87 0.4233
H 0.768 1.532 -1.028 0.01 0.08 0.30 0.2753
H 3.101 1.065 0.826 -0.63 0.19 -0.61 0.3110
H 3.243 1.605 -0.939 -1.43 -0.89 1.57 0.2881
H 3.838 -0.863 -0.344 -1.12 -0.03 -0.18 0.3768
H 2.749 -0.635 -1.743 0.15 0.37 0.86 0.3269
H 1.645 -2.413 -0.306 1.51 -0.90 0.31 0.4472
H 1.781 -1.209 1.007 -0.25 -0.31 1.40 0.5201
H 0.490 -0.783 -1.472 -1.22 0.52 -0.84 0.3088